{
  "formula": "C2H3Br3S",
  "method": "ωB97M-V/def2-TZVPD",
  "fmax_ev_per_a": 5.1,
  "e_above_lowest_kcal_mol": 45.4,
  "e_homo_ev": -8.82,
  "gap_ev": 8.690,
  "total_energy_ev": -223082.7249,
  "species": ["C", "C", "H", "Br", "Br", "H", "S", "H", "Br"],
  "coordinates": [[-0.22036, 0.74987, -0.62665], [-0.39370, -0.97237, 0.67581], [-1.16648, 1.12598, -0.54212], [-1.55994, -0.29300, 2.09896], [-1.25277, -2.46006, -0.20978], [-0.01892, 0.03895, -1.40484], [1.14846, 1.65045, -0.07755], [2.11437, 1.50083, -1.09645], [1.34934, -1.34065, 1.18261]]
}